Formula: C46H45BrN7O7SW
Source: the OMol25 dataset
Level of theory: wB97M-V/def2-TZVPD

The HOMO-LUMO gap (alpha / beta) is 4.6 / 4.6 eV. The spin multiplicity is 1. The total charge is +3. Its HOMO energy (alpha / beta) is -0.5161 / -0.5161 hartree. For the strongest force on any atom, the calculation gives 3.89 eV Å⁻¹. For the energy above the lowest of the compared OMol25 structures with the same formula, charge and spin, the calculation gives 136.80 kJ/mol.

Last column: Mulliken charge in e.
Atoms and positions in Å:
W 0.19774 -0.24069 0.58980  1.724
O 1.23048 0.90321 1.68355  0.506
C 1.55457 2.23477 1.68160  0.200
C 2.84371 2.70599 1.88133  -1.202
C 2.96973 4.06093 2.07290  -0.707
C 1.96550 4.94701 2.05662  -1.323
C 0.70914 4.46449 1.76397  -0.470
C 0.47282 3.10340 1.52885  1.040
C -0.85855 2.58681 1.18625  -0.748
N -1.16014 1.40114 0.82926  0.781
N -2.47556 1.01792 0.93387  -0.904
C -2.54816 -0.19575 1.18468  0.705
O -1.40955 -0.94467 1.47887  -0.880
C -3.88481 -0.84871 1.20778  0.597
C -4.99048 -0.15210 0.70328  -0.310
C -6.25557 -0.70452 0.84646  -0.930
C -6.38311 -1.95332 1.41047  -0.383
C -5.29853 -2.69977 1.73211  -0.960
C -4.02000 -2.14214 1.66815  0.005
H 3.55057 1.88934 2.01556  0.592
H 3.98034 4.37484 2.25796  0.512
H 2.07737 5.96437 2.40355  0.549
H -0.16531 5.10676 1.65657  0.652
H -1.67801 3.24079 1.51153  0.678
H -4.92010 0.78873 0.07517  0.323
H -7.15533 -0.15503 0.65082  0.442
H -7.35496 -2.39829 1.56311  0.437
H -5.34863 -3.65657 2.17187  0.488
H -3.18028 -2.78609 2.04322  0.311
C 0.11030 -0.13893 5.39625  -1.044
O 0.66578 -0.39043 4.05181  0.072
C 1.70593 -1.34565 3.95459  -0.064
C 2.43312 -1.69839 5.10043  -0.266
C 3.31085 -2.74429 5.00788  -0.857
Br 4.13982 -3.58294 6.43436  -0.092
C 3.52100 -3.24424 3.68364  -0.672
C 2.93871 -2.79266 2.52613  0.062
C 1.98132 -1.83131 2.66995  0.934
O 1.26655 -1.43381 1.54763  -0.468
C 3.46422 -3.24478 1.24849  -0.107
N 2.75023 -3.63850 0.20670  0.237
C 3.68505 -4.05732 -0.85583  0.885
C 3.50367 -4.58857 -2.15242  -0.559
C 4.72441 -4.91051 -2.81789  -0.703
C 5.94714 -4.81462 -2.15089  -0.482
C 6.07270 -4.44355 -0.82864  -0.716
C 4.97558 -3.96930 -0.20721  -0.053
N 4.73093 -3.52075 1.07049  0.026
H 0.72908 0.50601 6.05927  0.315
H -0.21023 -1.07289 5.88161  0.428
H -0.83768 0.40126 5.24120  0.292
H 2.37059 -1.27459 6.11454  0.471
H 4.28194 -4.02321 3.47613  0.665
H 1.76221 -3.19185 0.13214  0.073
H 2.57316 -4.97877 -2.54739  0.418
H 4.71288 -5.44259 -3.73632  0.452
H 6.87383 -5.04804 -2.72372  0.382
H 6.97717 -4.40633 -0.31405  0.483
H 5.39322 -3.26149 1.74703  0.301
N -3.92881 7.97414 0.42956  -0.431
C -2.64500 7.62263 0.08006  0.662
C -2.30490 6.23824 -0.16819  -0.334
N -1.13542 5.86752 -0.50083  -0.129
C -0.21704 6.83095 -0.62909  -0.224
C -0.52230 8.13371 -0.34660  -0.413
N -1.73260 8.57268 -0.02190  -0.568
H -4.71280 7.36508 0.42787  0.195
H -4.12994 8.94538 0.30664  0.258
H -3.09638 5.50082 0.01176  0.299
H 0.82836 6.52276 -0.90337  0.271
H 0.18320 8.94916 -0.48635  0.409
C -4.44859 -4.72300 -4.42881  -1.490
C -3.47166 -3.86576 -3.68164  0.751
C -2.47005 -4.49745 -3.02421  -0.979
C -1.55382 -3.73794 -2.25259  0.441
C -0.40026 -4.62709 -1.70200  -0.946
C -1.73327 -2.35433 -2.18043  0.643
C -2.77083 -1.63299 -2.96206  0.311
C -3.11688 -0.16968 -2.83786  -1.036
C -3.64250 -2.48495 -3.69013  -1.072
C -0.87526 -1.58215 -1.26250  1.240
O -1.13518 -0.37068 -0.95494  0.200
O 0.06656 -2.01736 -0.54409  -0.365
H -5.41274 -4.08288 -4.55045  0.344
H -4.65044 -5.71664 -3.93830  0.393
H -4.08949 -4.86871 -5.43039  0.328
H -2.27840 -5.57865 -3.11424  0.439
H -0.40528 -5.50496 -2.24105  0.683
H -0.61876 -4.83354 -0.65125  0.345
H 0.60272 -4.16738 -1.82050  -0.378
H -2.50208 0.39316 -3.55434  0.293
H -3.08835 0.21449 -1.81505  -0.132
H -4.16120 -0.04803 -3.06982  0.497
H -4.50017 -2.08810 -4.17256  0.455
O 1.20607 0.78946 -0.81976  -0.973
S 0.94825 1.52376 -2.19455  0.349
C 0.96823 3.36512 -1.95798  -0.445
C 2.44032 3.80910 -1.69909  -0.121
C 3.38677 2.69383 -2.21502  -0.805
C 2.55357 1.65424 -2.94085  -0.716
H 0.24520 3.82583 -1.25495  -0.057
H 0.62642 3.57491 -2.95968  0.698
H 2.61512 4.10217 -0.66495  -0.237
H 2.56695 4.74385 -2.30288  0.566
H 4.01764 2.22072 -1.44712  0.304
H 4.01058 3.18718 -2.96133  0.373
H 3.10399 0.69702 -2.91767  0.418
H 2.36208 1.90452 -3.98950  0.545

Atomic forces in eV per Å
W -0.640 -0.271 1.990
O 0.965 1.067 -0.421
C -1.094 -0.919 -0.386
C -1.549 -1.813 0.252
C 3.417 -1.255 0.180
C -2.296 0.989 0.396
C -1.564 0.223 -0.420
C -0.316 -0.184 -0.848
C 0.712 2.250 1.974
N 0.883 -1.051 0.201
N 0.506 2.832 -0.895
C -1.062 -3.593 1.036
O 0.045 1.611 -0.845
C 1.347 0.298 -0.437
C -0.653 1.036 -1.142
C 0.506 0.397 0.409
C -1.224 -0.522 -0.150
C 1.929 0.411 0.443
C 0.173 -1.254 0.685
H 0.584 0.782 -0.022
H 0.275 0.446 0.218
H 0.207 0.114 -0.420
H 0.385 0.133 0.222
H -0.012 -0.181 -0.620
H 0.279 -1.039 1.348
H -0.101 0.288 -0.535
H -0.216 0.152 -0.034
H -0.482 -1.029 0.216
H -0.675 1.089 -0.486
C -0.625 0.168 -0.300
O 0.989 -1.068 0.795
C -1.907 2.581 0.750
C 0.061 -0.268 0.696
C 0.118 -0.994 -2.874
Br 0.142 0.149 0.222
C 2.126 -1.379 0.821
C 0.477 0.298 0.616
C -1.852 1.314 -0.128
O 0.149 -0.830 0.095
C -1.049 -1.020 0.501
N -1.220 1.415 -1.924
C -0.342 0.244 1.114
C 1.765 -0.399 0.757
C -1.076 0.123 1.962
C 1.135 -0.188 -1.117
C 0.184 0.478 -0.878
C -3.440 -0.544 -1.176
N 0.307 0.262 -0.427
H -0.009 -0.686 -0.668
H 0.606 0.140 -0.111
H 0.519 -0.061 -0.315
H -0.714 0.200 -0.832
H -0.516 0.351 0.878
H 1.986 -1.519 -0.313
H -0.086 0.611 0.031
H -0.177 0.030 -0.862
H -0.876 -0.062 0.621
H 1.649 -0.198 0.472
H 1.180 0.188 0.836
N 1.445 0.352 -0.218
C -1.132 -0.868 0.027
C -2.879 1.177 1.251
N 1.686 -1.064 -0.580
C 1.863 -0.360 -0.117
C 0.533 1.195 -0.735
N -0.593 -0.505 0.220
H -0.169 -0.584 -0.167
H -0.160 0.415 0.170
H 0.276 0.055 -0.279
H -1.166 0.418 0.227
H 0.325 -0.374 0.133
C -2.130 0.972 0.391
C -1.449 -0.747 -0.906
C 2.283 0.495 1.386
C 0.233 -2.104 -1.218
C -0.348 3.254 1.103
C 0.349 2.119 0.007
C -0.609 -2.562 0.958
C 0.075 -0.283 0.016
C 1.997 1.066 1.633
C -2.533 -1.210 -1.769
O 0.188 1.498 -0.733
O 2.003 -0.731 0.503
H 1.345 -1.537 0.241
H 0.153 1.160 -0.531
H 0.206 -0.323 -0.565
H -0.477 0.632 0.034
H -0.044 -1.961 -1.028
H 0.360 -0.076 0.017
H -0.697 -0.099 0.235
H -0.200 0.248 0.458
H 0.594 -0.040 -0.301
H -0.350 0.007 -0.703
H -0.503 0.457 -0.471
O 0.285 -0.049 0.237
S -0.748 0.617 0.156
C 0.539 -0.316 1.068
C -0.588 0.418 -0.780
C -0.077 1.016 -0.042
C 1.197 -0.903 -0.060
H 0.064 -0.684 -0.318
H -0.090 0.455 -0.535
H -0.140 -0.292 0.012
H 0.031 -0.747 0.493
H -0.331 0.376 -0.187
H 0.421 -0.424 0.150
H -0.712 0.102 -0.162
H -0.158 -0.005 0.123